# 1
Density functional theory data (the ωB97M-V functional and the def2-TZVPD basis) for a structure of composition C4H7N3O in a non-equilibrium geometry.

Values from the calculation:
- LUMO: 0.556 eV
- Orbital gap: 9.22 eV

Last column: Löwdin charge in e.
Cartesian coordinates (Å):
C1 -1.918 -0.135 0.634  -0.0221
C2 -0.050 0.159 -1.127  -0.3236
C3 -0.947 0.254 -2.271  -0.0514
C4 0.604 -0.158 1.096  -0.5557
H1 -2.382 -1.074 0.210  0.0928
H2 -2.544 0.816 0.230  0.1335
H3 -1.812 -0.209 1.717  0.0721
H4 -1.201 1.217 -2.413  0.0066
H5 -2.047 -0.280 -2.422  0.1326
H6 -0.110 -0.482 -3.150  0.2077
H7 2.800 0.460 0.577  0.3218
N1 -0.479 -0.117 0.243  -0.0250
N2 1.319 0.220 -1.060  0.0620
N3 1.581 0.022 0.274  -0.0040
O1 0.527 -0.254 2.382  -0.0474

***

# 2
Density functional theory data (the ωB97M-V functional and the def2-TZVPD basis) for the molecule C4H7N3O in a non-equilibrium geometry.

Values from the calculation:
- LUMO: 0.458 eV
- Orbital gap: 10.19 eV

Last column: Löwdin charge in e.
Cartesian coordinates (Å):
C1 -2.400 0.294 -0.174  -0.0433
C2 -1.266 -0.789 0.007  -0.1411
C3 0.075 -0.262 -0.046  -0.3933
C4 2.209 -0.128 -0.037  -0.4845
H1 -2.566 0.563 -1.137  0.0338
H2 -2.040 1.132 0.422  0.0788
H3 -3.310 -0.133 0.220  0.0720
H4 -1.331 -1.217 0.967  0.0988
H5 -1.342 -1.819 -0.555  0.1681
H6 4.082 0.377 -0.367  0.1083
H7 1.421 1.248 1.137  0.1584
N1 1.124 -1.020 -0.016  0.1797
N2 3.405 -0.497 -0.222  0.1304
N3 1.615 1.213 0.097  0.0533
O1 0.324 1.037 -0.296  -0.0193

***

# 3
Density functional theory data (the ωB97M-V functional and the def2-TZVPD basis) for the molecule C4H7N3O in a non-equilibrium geometry.

Values from the calculation:
- LUMO: 0.530 eV
- Orbital gap: 8.61 eV

Last column: Löwdin charge in e.
Cartesian coordinates (Å):
C1 -0.120 -2.712 0.759  -0.0062
C2 0.397 -1.924 -0.447  -0.1865
C3 -0.226 0.253 -1.394  -0.3842
C4 0.145 2.235 0.457  -0.2907
H1 -0.343 -3.765 0.859  -0.0063
H2 -0.469 -2.170 1.798  0.0803
H3 0.401 -2.382 -1.539  0.1443
H4 -0.097 -0.072 0.680  0.1700
H5 -0.861 2.198 -1.450  0.0229
H6 0.051 3.414 0.601  0.1496
H7 1.177 2.193 2.044  0.1774
N1 0.292 -0.581 -0.325  -0.0267
N2 -0.475 1.680 -0.801  0.0931
N3 0.468 1.468 1.372  0.0086
O1 -0.338 0.165 -2.615  0.0544

***

# 4
Density functional theory data (the ωB97M-V functional and the def2-TZVPD basis) for a structure of composition C4H7N3O in a non-equilibrium geometry.

Values from the calculation:
- LUMO: 0.359 eV
- Orbital gap: 9.51 eV

Last column: Löwdin charge in e.
Cartesian coordinates (Å):
C1 -1.249 -0.090 0.050  -0.7543
C2 0.414 1.588 -0.021  -0.0060
C3 0.946 0.296 -0.739  -0.2229
C4 1.310 -0.510 0.337  -0.2889
H1 -1.916 -2.270 -0.038  0.2547
H2 -1.349 -1.516 -1.512  0.0929
H3 -2.341 -0.496 1.486  0.1124
H4 0.256 1.717 0.955  0.0441
H5 0.580 2.629 -0.372  0.1231
H6 1.533 0.159 -1.725  0.1841
H7 0.641 -0.161 1.339  0.1824
N1 -1.451 -1.192 -0.572  0.1086
N2 -1.768 0.418 1.107  0.1133
N3 -0.458 0.638 -0.829  0.0188
O1 2.476 -0.851 0.521  0.0375

***

# 5
Density functional theory data (the ωB97M-V functional and the def2-TZVPD basis) for the molecule C4H7N3O in a non-equilibrium geometry.

Values from the calculation:
- LUMO: 0.353 eV
- Orbital gap: 10.10 eV

Last column: Löwdin charge in e.
Cartesian coordinates (Å):
C1 -1.538 0.649 -0.585  -0.1958
C2 -0.387 0.404 0.437  -0.3196
C3 1.061 -1.373 -0.138  -0.1536
C4 0.837 1.373 0.247  -0.1231
H1 -3.473 -0.643 -0.818  0.1328
H2 -2.192 -1.099 0.368  0.0508
H3 -1.138 0.189 -1.465  0.0803
H4 -2.130 1.656 -0.755  0.1510
H5 -0.945 0.722 1.457  0.1755
H6 1.132 -2.362 -0.274  0.0868
H7 0.820 2.309 0.986  0.1576
N1 -2.722 -0.248 -0.009  -0.0810
N2 1.954 -0.542 -0.523  0.0550
N3 1.920 0.896 -0.165  0.0408
O1 0.003 -0.979 0.702  -0.0573

***

# 6
Density functional theory data (the ωB97M-V functional and the def2-TZVPD basis) for a structure of composition C4H7N3O in a non-equilibrium geometry.

Values from the calculation:
- LUMO: 0.591 eV
- Orbital gap: 7.40 eV

Last column: Löwdin charge in e.
Cartesian coordinates (Å):
C1 1.334 0.127 0.003  -0.5091
C2 0.465 1.257 0.007  -0.0011
C3 -0.780 0.649 -0.116  -0.3157
C4 -0.654 -0.700 -0.047  -0.4499
H1 3.175 -0.110 0.934  0.1295
H2 3.065 1.201 -0.367  0.1905
H3 0.823 2.278 -0.074  0.0951
H4 -2.084 2.399 0.183  0.1606
H5 -2.847 0.979 -0.376  0.0257
H6 -1.749 -2.131 0.786  0.2317
H7 1.427 -1.781 -0.645  0.3043
N1 2.763 -0.015 -0.136  -0.0173
N2 -2.070 1.242 0.139  0.0695
N3 0.694 -1.058 0.267  0.0941
O1 -1.713 -1.502 -0.177  -0.0079

***

# 7
Density functional theory data (the ωB97M-V functional and the def2-TZVPD basis) for the molecule C4H7N3O in a non-equilibrium geometry.

Values from the calculation:
- LUMO: 0.819 eV
- Orbital gap: 9.49 eV

Last column: Löwdin charge in e.
Cartesian coordinates (Å):
C1 1.493 0.419 -0.599  -0.0494
C2 -0.536 1.739 -0.147  -0.0622
C3 -0.491 -0.624 0.111  -0.3581
C4 0.052 -1.819 0.587  -0.0113
H1 1.668 -0.474 -1.221  0.0991
H2 1.835 1.279 -1.197  0.0890
H3 1.883 0.482 0.426  0.1005
H4 -1.616 1.615 -0.257  0.0827
H5 -0.201 2.144 0.822  0.0936
H6 -0.098 2.405 -0.906  0.0860
H7 0.977 -2.378 0.486  0.1143
N1 0.025 0.444 -0.496  -0.2132
N2 -2.122 -1.884 0.985  0.0090
N3 -1.838 -0.726 0.426  0.0852
O1 -1.032 -2.622 0.981  -0.0653

***

# 8
Density functional theory data (the ωB97M-V functional and the def2-TZVPD basis) for a structure of composition C4H7N3O in a non-equilibrium geometry.

Values from the calculation:
- LUMO: 0.265 eV
- Orbital gap: 7.24 eV

Last column: Löwdin charge in e.
Cartesian coordinates (Å):
C1 1.147 -0.247 0.101  -0.4225
C2 0.546 1.024 0.052  0.0118
C3 -0.802 0.488 0.028  -0.3949
C4 -0.880 -0.871 -0.043  -0.3625
H1 3.263 -0.521 0.732  0.1347
H2 3.193 0.618 -0.561  0.1002
H3 1.175 1.908 -0.447  0.1461
H4 -2.834 0.694 -0.384  0.1507
H5 -1.820 2.090 -0.316  0.0907
H6 -3.017 -0.991 0.361  0.2623
H7 1.056 -2.212 0.458  0.2112
N1 2.620 -0.272 -0.232  -0.0249
N2 -1.973 1.218 0.245  0.0370
N3 0.392 -1.365 0.289  0.1295
O1 -2.066 -1.562 -0.283  -0.0694

***

- The lowest orbital gap belongs to which entry?
  number 8

***

- Which of these has the highest orbital gap?
  number 2